1.
Here is C48H47ClN3O7PRbS4Sb as an isolated structure in a non-equilibrium geometry from the Open Molecules 2025 dataset. Energies are from ωB97M-V with the def2-TZVPD basis set.

The geometry in XYZ format:
```
113
Properties=species:S:1:pos:R:3:forces:R:3
C 5.54038 2.32748 -1.82107 -0.1 0.0 -0.1
C 4.83360 0.07855 3.28351 -0.2 0.0 0.2
Cl -0.48601 2.46398 3.25802 -0.3 0.0 2.2
H 1.53213 0.69722 3.45453 -0.1 0.0 0.0
H -3.59515 -0.69991 4.60730 0.0 0.0 0.0
C 5.41169 1.79859 -0.52957 -0.3 0.1 0.1
O -0.30682 3.38277 -2.32016 0.2 0.2 -0.1
C 3.22249 -0.59204 5.07780 0.1 -0.3 0.4
C 6.51814 1.25671 0.19558 0.1 -0.1 0.1
H -0.69909 -3.73105 -0.25731 0.0 0.0 0.0
H 1.90716 -2.06837 1.20137 0.1 0.0 -0.1
H 7.19295 0.30117 1.96641 0.0 0.0 0.0
C 3.46997 3.64950 -4.68720 -0.1 -0.1 0.2
N 3.05912 2.30508 -0.58608 -0.3 0.0 0.1
C -0.58198 -2.36497 -3.73152 0.0 0.0 0.0
H 2.43446 3.48728 -4.42203 0.0 0.0 0.0
H -3.17801 5.56165 -3.84789 0.0 0.0 0.0
C -1.48074 -3.73880 0.51093 0.2 0.4 0.1
H -1.88778 -1.14521 4.72487 0.0 0.1 0.0
H 7.49638 1.27816 -0.27268 0.0 0.0 0.0
C -4.63476 2.69474 -4.94616 0.0 0.0 -0.1
C 4.43324 2.79469 -2.49183 0.1 -0.2 0.3
C -0.70451 -0.81588 -5.55858 0.0 0.0 -0.1
C 0.50925 -2.25354 2.85302 -0.2 0.1 -0.2
P -2.00881 1.10261 -2.13128 -0.7 -1.2 -0.6
C 1.92187 -0.83085 -1.59039 -0.6 -0.5 0.6
C 5.24798 4.26704 -6.03131 0.2 0.0 0.1
C -4.37215 4.05628 -4.85032 0.0 -0.1 -0.1
H -5.84691 -2.16335 -1.84078 0.0 0.0 0.0
H -2.95320 -4.56237 -0.86335 0.0 0.0 0.0
H -1.49765 -5.89556 0.70763 0.0 0.0 0.0
H -3.66076 -3.84931 2.68756 0.0 0.0 0.1
H 1.10699 -3.30522 4.64202 0.0 0.0 0.0
H -0.08950 -4.17748 3.68201 0.0 0.0 0.0
H -5.42948 0.65594 1.35142 0.0 0.0 0.0
C 5.05886 0.67558 2.03505 -0.2 0.1 -0.1
C 4.12808 1.80398 0.05226 0.4 0.0 -0.3
H -0.58024 -2.78403 4.65865 0.0 -0.1 0.0
H -2.95066 -2.79612 -0.78349 -0.1 0.0 0.0
C -3.29452 -3.18030 3.46800 0.0 0.1 -0.1
C 3.89660 4.18038 -5.93075 0.0 0.0 -0.1
N 1.08624 -1.01556 -0.79043 0.2 0.3 -0.1
C 2.07144 -0.47044 5.80546 0.0 0.1 -0.1
H -4.10845 -3.04327 4.19416 0.0 0.0 0.0
C -5.08777 0.24539 0.40855 0.0 0.0 0.1
H -5.38266 2.33696 -5.64452 0.0 0.0 0.0
C 1.71592 -2.72846 2.04782 0.0 0.1 0.0
C 4.49918 3.33304 -3.84605 0.2 0.2 -0.4
C -1.31749 -5.01041 1.33388 0.1 0.0 0.0
C -3.41332 4.51004 -3.95879 0.1 0.2 0.1
Rb -0.20257 2.33901 0.25469 2.0 -0.5 -1.1
H -3.65692 -3.73319 0.53147 0.0 0.0 0.0
H 3.21992 4.48260 -6.71759 0.0 0.0 0.0
C 6.35192 0.72058 1.42496 0.1 0.0 -0.1
C -1.11090 -1.40509 -2.88638 -0.1 0.0 0.0
O 0.43277 3.41354 2.71276 0.4 0.4 -0.3
H -4.91302 4.75814 -5.47401 0.0 0.0 0.0
H -2.38291 0.15385 3.64831 0.0 0.2 0.0
H 0.74005 -1.26725 3.26122 0.0 0.0 0.0
C -2.66873 -0.82052 4.03108 0.0 0.0 -0.1
S -1.53130 4.07896 -1.93384 -0.5 1.0 -0.7
H 0.04747 -2.81662 -5.73544 0.0 0.0 0.0
H 3.44842 -2.70604 7.90677 -0.1 0.0 0.0
S 3.08626 -0.71882 -2.73189 0.5 0.2 -0.5
H -1.20664 -1.61113 -1.82701 0.0 0.0 0.0
O -2.14759 3.53722 -0.72284 -0.7 0.8 -0.2
C -4.18992 -0.81126 -1.99193 0.0 0.0 0.0
H -1.47014 1.12959 -5.10056 0.0 0.0 0.0
C 3.56450 0.05820 3.81772 0.1 0.1 -0.4
H 1.22526 -1.31886 7.65937 0.0 0.0 0.0
C -3.94298 1.78821 -4.15634 0.1 0.1 0.1
O -1.42526 5.52308 -1.95768 -0.1 0.0 -0.1
C 3.19111 -2.01179 7.12292 0.2 0.0 -0.1
H 2.61581 -2.75702 2.67636 0.0 0.0 0.0
C -3.49788 0.25184 -1.41566 0.1 0.1 0.0
H 5.66458 -0.36862 3.82052 0.0 0.0 0.0
H -0.29978 -3.33337 -3.33649 0.0 0.0 0.0
C -2.72932 3.59744 -3.17561 0.2 -0.3 0.2
C -1.47440 -0.14630 -3.36988 0.1 0.0 0.1
Sb -1.13704 -1.73657 1.46702 -0.5 -0.7 0.4
C 2.05656 -1.28078 6.96948 0.0 -0.1 0.1
S 4.29798 -1.72978 5.83893 -0.3 0.2 -0.1
C -3.95892 0.76990 -0.20330 0.0 0.0 0.0
C -2.83502 -3.70358 -0.18978 0.1 0.0 0.0
S 6.02120 3.70413 -4.60490 -0.3 0.0 0.0
C -5.77152 -0.80999 -0.17797 0.0 0.0 0.0
H -3.83096 -1.25215 -2.91448 0.0 0.0 0.0
H 1.55020 -3.73868 1.66022 0.0 0.0 0.0
H -4.15542 0.73129 -4.24631 0.0 0.0 0.0
C -1.24311 0.14448 -4.71274 0.0 0.0 0.0
C 0.20910 -3.18451 4.02097 0.0 0.1 0.0
C -5.32117 -1.33391 -1.38073 0.0 0.0 0.0
H -0.52387 -0.57626 -6.60034 0.0 0.0 0.0
O -0.03583 2.06435 4.57343 0.1 0.0 0.1
C 3.95054 1.23256 1.36304 0.1 -0.2 0.3
H 2.28508 3.09890 -2.28155 0.0 0.0 0.0
H 1.26555 0.19920 5.53236 0.0 0.0 0.0
C -2.87018 -1.82769 2.90201 0.3 -0.1 -0.1
C 2.53764 0.68135 3.06547 0.2 -0.2 0.1
C -2.97768 2.22801 -3.25409 0.1 0.2 0.0
H -2.02274 -5.04957 2.16464 0.1 -0.1 0.0
N 2.71906 1.23517 1.89826 -0.2 0.0 0.0
H 5.84612 4.62392 -6.85437 -0.1 0.0 0.0
H -6.64650 -1.23144 0.30329 0.0 0.0 0.0
H 6.51533 2.33904 -2.29740 0.0 0.0 0.0
H -2.47375 -3.67248 3.99219 -0.1 0.0 0.0
H -0.30661 -5.09808 1.73349 0.0 0.0 0.0
H -3.43034 1.59912 0.25194 0.0 0.0 0.0
C 3.19550 2.74557 -1.80657 0.0 0.1 -0.1
O -0.54163 1.28972 2.42727 -0.2 -1.0 0.8
C -0.38217 -2.07364 -5.07395 0.0 0.0 0.0
O -1.79167 3.03744 3.36220 -0.4 0.2 -0.2
H -3.67718 -1.45374 2.26303 0.0 0.0 0.0
```
Positions in Å, forces in eV/Å.

The value obtained for the relative energy (zero: lowest compared OMol25 entry of this formula, charge and spin) is 0.0 kcal per mole. Its spin multiplicity is 1. The HOMO energy is -2.5 eV. As for the net charge: -2. The calculated total energy comes out at -5206.7951 a.u.



2.
Here is C15H30BrCl3Ge2NO2PtSi3 as an isolated structure from the Open Molecules 2025 dataset. Energies are from ωB97M-V with the def2-TZVPD basis set.

The geometry in XYZ format:
```
58
Properties=species:S:1:pos:R:3:forces:R:3
C -0.97965 1.57685 -2.87724 0.0 0.0 0.0
H -0.14320 -4.79608 0.80215 0.0 0.0 0.0
H -3.00237 2.40169 -6.02351 0.0 0.0 0.0
H -1.10241 3.11948 0.45277 0.0 0.0 0.0
H 0.33300 0.43614 4.29494 0.0 0.0 0.0
C 3.62822 -1.09977 1.60575 0.0 0.0 0.0
H 3.36854 -2.09527 1.24504 0.0 0.0 0.0
H 0.60953 -3.57810 -0.21645 0.0 0.0 0.0
H -0.77967 -3.29051 3.92257 0.0 0.0 0.0
H 4.71161 -1.10169 1.79367 0.0 0.0 0.0
Si 3.32823 0.20817 0.35656 0.0 0.0 0.0
H 3.05336 0.48095 -2.05996 0.0 0.0 0.0
H -2.58484 0.13406 3.22153 0.0 0.0 0.0
H -3.01587 0.88236 1.66189 0.0 0.0 0.0
C -1.36285 2.99821 -4.75008 0.0 0.0 0.0
C 3.31237 1.95189 0.91000 0.0 0.0 0.0
C -0.50819 -2.35332 3.41931 0.0 0.0 0.0
H -3.16650 -2.01385 1.76812 0.0 0.0 0.0
Si -0.77659 1.62615 2.41464 0.0 0.1 0.0
H -1.11042 3.86826 -5.34191 0.0 0.0 0.0
H -3.06114 1.82712 3.14394 0.0 0.0 0.0
Si -0.78050 -2.62306 1.61850 -0.1 -0.1 0.0
Br -4.05401 -0.17277 -4.71676 0.1 0.0 0.0
H 0.49081 3.37381 1.19820 0.0 0.0 0.0
Cl 0.97260 -2.03817 -2.51175 0.0 0.0 0.0
H 4.70955 0.13072 -1.56568 0.0 0.0 0.0
H 0.05386 2.14803 4.59205 0.0 0.0 0.0
H 1.27854 -3.92817 1.39574 0.0 0.0 0.0
Cl -1.26734 -4.69022 -2.32620 0.0 0.1 -0.1
C -0.55596 3.14531 1.39518 0.0 0.0 -0.1
C -2.53335 -2.50783 1.03039 0.0 0.0 0.0
C -0.25087 1.17240 -1.63639 0.0 0.0 0.0
H 0.53925 -2.16347 3.65882 0.0 0.0 0.0
H -1.13681 -1.57142 3.84305 0.0 0.0 0.0
C 0.36073 -3.82292 0.81548 0.0 0.1 0.0
H -2.64779 -1.98752 0.07446 0.0 -0.1 0.0
H 2.69932 2.57046 0.25590 0.0 0.0 0.0
Ge 0.18153 -0.23694 0.63751 0.1 0.1 0.0
C -2.51170 1.03737 2.61692 0.0 -0.1 0.0
C 0.37570 1.42211 3.83387 0.0 0.0 0.0
C -2.69657 1.08409 -4.35204 -0.1 -0.1 0.0
Cl -0.92911 -2.82003 -5.29111 0.0 0.0 0.1
C 3.65708 -0.14260 -1.40203 0.0 0.0 0.0
H -2.91100 -3.52631 0.88836 0.0 0.0 0.0
H 3.14287 -0.90028 2.56164 0.0 0.0 0.0
Pt -2.43182 -1.05750 -2.36877 -0.1 0.2 -0.2
O 0.78774 1.67666 -1.28355 0.0 0.0 0.0
O -0.83985 0.21145 -0.90727 0.0 0.0 0.0
H -0.96994 3.97242 1.98640 0.0 0.0 0.0
H 0.21040 3.29616 -3.28469 0.0 0.0 0.0
C -0.62438 2.68949 -3.60620 0.0 0.0 0.1
H 3.02300 2.07342 1.95332 0.0 0.0 0.0
H 1.40902 1.66012 3.58136 0.0 0.0 0.0
N -2.00731 0.80053 -3.25772 0.0 -0.1 0.0
Ge -0.97216 -2.76865 -3.18618 0.0 -0.1 0.0
C -2.41822 2.19069 -5.13870 0.0 0.0 0.0
H 3.54972 -1.19384 -1.66408 0.0 0.0 0.0
H 4.34583 2.31370 0.81822 0.0 0.0 0.0
```
Positions in Å, forces in eV/Å.

As for the expectation value of S²: 6.01. Its spin multiplicity is 5. The HOMO energy (spin up / spin down) is -17.0 / -18.2 eV. As for the net charge: +3. The calculated total energy comes out at -9890.1527 a.u.



3.
Here is one molecule with the formula C4Cl3F3O in a non-equilibrium geometry from the Open Molecules 2025 dataset. Energies are from ωB97M-V with the def2-TZVPD basis set.

The geometry in XYZ format:
```
11
Properties=species:S:1:pos:R:3:forces:R:3
Cl -1.38435 1.84520 0.72691 0.1 -0.3 -0.1
F -0.62380 -1.96619 0.86771 -0.1 0.3 -0.1
F -0.24728 -0.30744 2.21736 -0.2 -0.1 -0.3
C -1.00206 0.27646 -0.04285 -1.2 0.3 0.2
F 1.83579 -1.20737 -0.95357 0.0 0.2 -0.1
Cl -2.44125 -0.40889 -0.82467 0.3 0.1 0.0
Cl 2.53099 0.84387 0.41505 0.1 0.1 0.0
C 1.34564 -0.14480 -0.31438 -2.9 -1.2 2.2
C 0.15325 0.56030 -1.01907 0.8 -0.2 -0.1
O 0.17019 1.18603 -2.02262 -0.3 -0.1 -0.1
C -0.33712 -0.67717 0.95013 3.3 0.7 -1.6
```
Positions in Å, forces in eV/Å.

The value obtained for the relative energy (zero: lowest compared OMol25 entry of this formula, charge and spin) is 0.0 kcal per mole. Its spin multiplicity is 1. The HOMO energy is -9.7 eV. As for the net charge: 0. The calculated total energy comes out at -1907.7390 a.u.